10
Properties=species:S:1:pos:R:3:mulliken_spin:R:1 method="wB97M-V/def2-TZVPD" e_tot_ha=-1363.5811 s2=3.755 multiplicity=4 e_homo_ev="-5.796 / -5.799"
C -1.3458 0.1416 0.8712 0.00
O -2.5336 0.0603 0.3495 0.00
H -0.0935 1.0361 -0.6594 0.00
Li -4.0301 -0.7576 0.2296 0.00
C -0.1910 0.3653 0.1931 -0.01
O 0.9360 -0.3885 0.5579 0.00
C 2.0095 -0.4977 -0.2470 -0.02
O 1.9646 0.1200 -1.3413 -0.02
Er 4.4952 -0.8094 -1.7886 3.03
H -1.2113 0.7299 1.8351 0.00